1.
14
Properties=species:S:1:pos:R:3:mulliken_charge:R:1 method="wB97M-V/def2-TZVPD" lumo_ev=1.01 total_energy_ha=-270.48750 gap_ev=10.93 homo_energy_ev=-9.91 e_above_lowest_ev=1.915
O -1.185 1.913 0.185 -0.55
C -0.773 0.623 0.554 0.10
C -1.047 -0.614 -0.348 -0.78
C 0.356 -1.110 0.018 -0.06
C 1.359 -0.207 -0.610 -0.62
C 0.692 0.229 0.670 -0.39
H -0.561 2.266 -0.459 0.34
H -1.238 0.440 1.528 0.31
H -1.169 -0.390 -1.415 0.27
H -1.885 -1.230 -0.016 0.26
H 0.592 -2.099 0.397 0.38
H 1.157 0.247 -1.582 0.19
H 2.402 -0.487 -0.471 0.26
H 1.300 0.419 1.550 0.31

2.
70
Properties=species:S:1:pos:R:3:mulliken_charge:R:1 method="wB97M-V/def2-TZVPD" lumo_ev=2.37 total_energy_ha=-1610.25449 gap_ev=7.89 homo_energy_ev=-5.51 charge=-1
O -1.219 -0.174 -1.994 -0.42
C -0.819 -1.376 -1.260 -0.52
C -1.396 -1.417 0.130 -0.01
B -0.608 -2.333 1.219 1.01
F -0.987 -3.743 1.106 -0.47
O -0.961 -1.861 2.583 -0.72
C 0.171 -2.084 3.399 -0.69
C 1.365 -1.934 2.437 1.28
B 2.527 -2.941 2.808 0.66
O 3.319 -2.663 3.921 -0.62
O 2.760 -4.089 2.102 -0.50
O 0.847 -2.252 1.159 -0.78
H -0.751 0.545 -1.565 0.12
H 0.272 -1.376 -1.193 0.28
H -1.145 -2.205 -1.886 0.19
H -1.304 -0.399 0.534 -0.40
H -2.460 -1.667 0.111 0.30
H 0.163 -1.324 4.183 0.26
H 0.113 -3.089 3.841 0.28
H 1.681 -0.883 2.499 -1.00
H 3.948 -1.985 3.639 0.27
H 1.974 -4.646 2.081 0.31
C 3.972 0.730 1.880 -0.50
O 3.812 0.318 3.227 -0.50
H 3.531 -0.043 1.252 0.29
H 3.455 1.676 1.700 -0.01
H 5.027 0.846 1.611 0.43
H 4.190 1.004 3.787 0.31
C -1.895 3.770 -1.260 -0.73
O -1.788 2.485 -0.658 -0.13
H -0.960 3.940 -1.783 0.24
H -2.722 3.816 -1.974 0.27
H -2.023 4.557 -0.510 0.28
H -2.600 2.286 -0.183 0.18
C 3.153 4.218 3.142 -0.54
O 3.293 3.021 3.890 -0.43
H 4.064 4.362 2.566 0.24
H 2.312 4.124 2.451 0.16
H 3.004 5.088 3.789 0.28
H 2.488 2.869 4.393 0.26
C -4.450 -0.074 -3.407 -0.52
O -3.986 -0.840 -2.312 -0.46
H -5.266 -0.624 -3.876 0.25
H -4.834 0.904 -3.087 0.22
H -3.664 0.088 -4.146 0.22
H -3.243 -0.350 -1.925 0.29
C -3.059 0.174 -7.378 -0.56
O -3.125 1.144 -6.344 -0.47
H -4.040 -0.292 -7.437 0.21
H -2.828 0.626 -8.347 0.28
H -2.320 -0.601 -7.159 0.27
H -2.262 1.560 -6.262 0.28
C 2.022 2.458 -1.211 -0.11
O 1.171 3.450 -0.656 -0.49
H 2.712 2.966 -1.882 0.32
H 2.599 1.941 -0.441 -0.15
H 1.461 1.715 -1.786 0.19
H 0.551 3.007 -0.060 0.18
C -0.881 2.502 2.653 -0.64
O 0.473 2.182 2.366 -0.14
H -0.959 3.588 2.657 0.31
H -1.556 2.104 1.893 0.06
H -1.188 2.122 3.631 0.33
H 0.552 1.219 2.359 0.12
C -0.194 -6.257 -1.133 -0.58
O -0.570 -6.274 0.227 -0.58
H -0.045 -7.290 -1.449 0.26
H -0.969 -5.810 -1.765 0.23
H 0.742 -5.709 -1.291 0.23
H -0.699 -5.348 0.499 0.59

3.
43
Properties=species:S:1:pos:R:3:mulliken_charge:R:1 method="wB97M-V/def2-TZVPD" lumo_ev="0.44 / 0.44" total_energy_ha=-2291.73935 gap_ev="7.09 / 7.68" homo_energy_ev="-6.65 / -7.23" e_above_lowest_ev=0.401
Ti -0.450 0.438 0.269 0.42
B 1.576 3.146 0.435 0.12
N 1.887 1.971 1.419 -0.12
C 2.891 1.963 2.305 -0.23
C 2.698 0.922 3.198 -1.05
C 1.502 0.339 2.787 -0.40
N 1.023 0.978 1.718 0.65
N 1.238 2.625 -1.000 -0.10
C 1.629 3.212 -2.140 -0.21
C 0.897 2.687 -3.191 -0.99
C 0.031 1.779 -2.585 -0.43
N 0.248 1.749 -1.270 0.37
H 0.633 3.765 0.859 -0.14
H 2.585 3.797 0.343 -0.16
H 3.668 2.705 2.246 0.44
H 3.324 0.638 4.025 0.41
H 0.978 -0.517 3.182 0.47
H 2.395 3.967 -2.122 0.44
H 0.972 2.935 -4.234 0.40
H -0.714 1.134 -3.026 0.48
N 1.552 -0.693 -0.488 -0.36
N 1.227 -2.050 -0.614 -0.43
C -0.137 -2.320 -0.813 0.60
O -0.475 -3.440 -1.133 -0.70
O -0.922 -1.332 -0.508 -0.36
H 1.837 -0.278 -1.372 0.25
H 2.290 -0.563 0.193 0.27
H 1.857 -2.642 -1.134 0.26
S -2.087 2.036 0.984 -0.34
C -2.432 0.333 0.988 -0.13
N -2.007 -0.422 2.100 0.09
C -2.767 -1.622 2.478 -0.75
C -3.238 -2.358 1.239 -0.22
C -4.099 -1.428 0.403 -0.71
N -3.387 -0.186 0.135 -0.14
H -1.795 0.182 2.882 0.31
H -3.637 -1.324 3.076 0.35
H -2.131 -2.252 3.099 0.34
H -3.826 -3.227 1.536 0.40
H -2.388 -2.698 0.653 -0.05
H -5.038 -1.224 0.936 0.34
H -4.349 -1.897 -0.549 0.35
H -3.869 0.516 -0.400 0.29

4.
51
Properties=species:S:1:pos:R:3:mulliken_charge:R:1 method="wB97M-V/def2-TZVPD" lumo_ev=1.97 total_energy_ha=-1248.93138 gap_ev=5.19 homo_energy_ev=-3.22 charge=-1
C -4.021 -2.351 -1.547 -0.75
O -2.872 -1.538 -1.301 -0.36
C -1.676 -2.220 -1.718 -0.63
C -0.999 -3.000 -0.526 -0.77
C 0.332 -2.315 -0.026 -0.36
C 0.037 -0.861 0.497 -0.11
C 0.862 -0.451 1.767 -0.56
C 1.388 1.040 1.742 -1.03
C 0.377 2.093 1.154 -0.56
C -1.101 1.982 1.691 -0.81
P -1.894 3.629 2.273 -0.37
C -1.872 4.388 0.504 -0.90
C -3.137 4.105 -0.365 0.05
N -3.086 4.309 -1.649 -0.83
H -4.819 -2.122 -0.805 0.24
H -3.803 -3.444 -1.462 0.36
H -4.423 -2.113 -2.561 0.25
H -0.981 -1.498 -2.213 0.34
H -1.994 -2.929 -2.530 0.41
H -1.711 -2.974 0.334 0.41
H -0.817 -4.058 -0.850 0.37
H 0.701 -2.903 0.852 0.40
H 1.128 -2.339 -0.811 -0.03
H -1.049 -0.792 0.764 0.20
H 0.183 -0.139 -0.347 0.15
H 1.770 -1.102 1.876 0.32
H 0.221 -0.529 2.681 0.35
H 2.326 1.117 1.124 0.25
H 1.657 1.355 2.785 0.33
H 0.349 1.980 0.035 0.23
H 0.780 3.114 1.358 0.56
H -1.768 1.435 0.968 0.09
H -1.060 1.313 2.598 0.26
H -0.591 4.204 2.613 -0.01
H -2.534 4.848 2.754 0.13
H -3.223 3.076 1.977 -0.09
H -1.959 3.119 3.651 0.10
H -0.981 4.127 -0.120 0.23
H -1.835 5.506 0.642 0.41
H -4.115 3.776 0.034 0.45
H -2.130 4.635 -1.835 0.29
C 4.896 -1.680 -2.049 -0.31
C 5.489 -3.060 -2.120 -0.35
O 5.093 -3.637 -0.879 -0.35
C 3.986 -2.969 -0.455 0.61
O 3.308 -3.304 0.459 -0.44
O 3.757 -1.868 -1.216 -0.28
H 4.603 -1.298 -3.026 0.29
H 5.567 -0.959 -1.573 0.27
H 5.070 -3.655 -2.936 0.26
H 6.574 -3.047 -2.213 0.30

5.
21
Properties=species:S:1:pos:R:3:mulliken_charge:R:1 method="wB97M-V/def2-TZVPD" lumo_ev=0.87 total_energy_ha=-362.51412 gap_ev=8.34 homo_energy_ev=-7.47 e_above_lowest_ev=1.855
C -0.125 0.915 0.716 0.27
C 0.159 0.680 2.186 -1.44
C 0.888 0.522 -1.622 -1.64
C -0.335 -1.259 -0.214 0.40
C 0.229 0.100 -0.340 0.53
N -1.649 -1.527 -0.804 -0.74
N 0.547 -2.274 -0.694 -0.59
N -0.346 2.276 0.473 -0.50
H -0.705 -1.015 0.969 0.09
H -2.326 -0.871 -0.432 0.29
H -1.582 -1.381 -1.808 0.23
H 1.443 -2.281 -0.227 0.20
H 0.112 -3.187 -0.689 0.25
H -0.169 2.610 -0.461 0.24
H -0.011 2.936 1.158 0.20
H 0.935 1.365 2.539 0.42
H -0.747 0.860 2.767 0.31
H 0.475 -0.342 2.372 0.39
H 1.529 1.395 -1.482 0.40
H 1.511 -0.291 -2.003 0.42
H 0.165 0.771 -2.404 0.29

6.
77
Properties=species:S:1:pos:R:3:mulliken_charge:R:1 method="wB97M-V/def2-TZVPD" lumo_ev="-7.85 / -9.87" multiplicity=3 total_energy_ha=-6020.69538 gap_ev="4.86 / 2.87" homo_energy_ev="-12.71 / -12.73" s_squared=2.1492 e_above_lowest_ev=0.000 charge=+2
C -0.782 7.199 -3.542 -0.45
C -0.959 5.815 -3.786 0.61
C -1.270 5.432 -5.114 -0.44
C -1.385 6.421 -6.095 -0.30
N -1.217 7.735 -5.865 -0.56
C -0.922 8.098 -4.605 -0.29
C -0.829 4.854 -2.745 0.07
C -0.717 4.024 -1.846 -0.70
C -0.588 3.062 -0.805 0.85
C 0.478 3.137 0.127 -1.18
C 0.600 2.188 1.147 0.95
C -0.327 1.129 1.288 -0.37
C -1.388 1.062 0.354 0.08
C -1.521 2.003 -0.672 -1.01
Ni -0.145 -0.226 2.755 -0.44
P 1.746 -1.132 1.733 1.05
H -1.418 4.377 -5.361 0.37
H -0.540 7.554 -2.536 0.39
H -1.626 6.138 -7.129 0.35
H -0.787 9.174 -4.430 0.36
H -2.348 1.931 -1.385 0.48
H 1.206 3.951 0.038 0.46
H -2.127 0.255 0.429 0.41
H 1.436 2.276 1.851 0.29
C 2.042 -2.795 2.513 -1.01
C 3.026 -3.773 1.860 -1.21
H 1.036 -3.249 2.565 0.60
H 2.312 -2.560 3.559 0.45
H 3.268 -4.584 2.571 0.37
H 2.592 -4.243 0.961 0.27
H 3.972 -3.289 1.571 0.26
C 1.641 -1.398 -0.105 0.26
C 2.715 -0.778 -1.008 -1.39
H 0.644 -1.016 -0.386 0.03
H 1.578 -2.494 -0.243 0.19
H 2.456 -0.954 -2.067 0.41
H 2.778 0.314 -0.862 0.29
H 3.716 -1.203 -0.833 0.26
C 3.242 -0.069 2.034 -0.12
C 4.631 -0.719 2.005 -1.43
H 3.052 0.365 3.031 0.31
H 3.165 0.757 1.303 0.33
H 5.404 0.055 2.157 0.44
H 4.739 -1.454 2.820 0.34
H 4.848 -1.226 1.050 0.22
Br 0.087 -1.945 4.616 -0.41
P -2.826 -3.820 -1.588 0.40
C -0.949 -3.867 -1.450 0.17
C -0.345 -5.270 -1.600 -1.30
H -0.637 -3.397 -0.496 -0.22
H -0.568 -3.217 -2.261 0.48
H 0.726 -5.213 -1.866 0.36
H -0.427 -5.855 -0.667 0.35
H -0.864 -5.839 -2.392 0.41
C -3.305 -3.489 0.199 -0.06
C -4.716 -3.960 0.573 -1.17
H -3.230 -2.392 0.328 -0.04
H -2.551 -3.943 0.873 0.46
H -4.797 -4.137 1.661 0.37
H -5.475 -3.208 0.293 0.32
H -4.976 -4.905 0.065 0.33
C -3.025 -2.063 -2.224 -0.23
C -3.290 -1.991 -3.733 -1.22
H -2.132 -1.465 -1.952 0.10
H -3.879 -1.630 -1.670 0.48
H -3.771 -1.034 -4.006 0.37
H -2.354 -2.067 -4.315 0.32
H -3.952 -2.813 -4.059 0.36
N 0.194 0.867 5.297 0.03
C 0.779 1.711 6.155 -0.22
C 1.748 2.384 5.489 -1.13
C 1.695 1.908 4.200 -0.13
N 0.740 0.923 4.079 0.28
H -0.628 0.288 5.569 0.27
H 0.497 1.837 7.193 0.45
H 2.407 3.146 5.884 0.43
H 2.398 2.313 3.501 0.50

7.
24
Properties=species:S:1:pos:R:3:mulliken_charge:R:1 method="wB97M-V/def2-TZVPD" lumo_ev=0.31 total_energy_ha=-462.86953 gap_ev=10.30 homo_energy_ev=-9.99 e_above_lowest_ev=2.515
C 1.353 -2.067 0.305 -0.70
O 0.515 -1.391 1.263 -0.57
H 1.680 -3.024 0.723 0.32
H 0.694 -2.393 -0.503 0.29
H 2.148 -1.442 -0.093 0.34
H 1.111 -1.052 1.944 0.27
C -1.558 -4.119 2.536 -0.53
O -1.752 -3.144 1.500 -0.49
H -0.739 -4.797 2.280 0.23
H -1.403 -3.595 3.480 0.24
H -2.476 -4.702 2.555 0.21
H -0.922 -2.650 1.398 0.34
C -0.401 0.722 -1.485 0.03
O -0.983 0.646 -0.172 -0.52
H 0.045 1.718 -1.517 -0.22
H 0.427 0.008 -1.526 0.17
H -1.084 0.498 -2.299 0.25
H -0.395 0.109 0.384 0.40
C 0.378 4.924 -2.040 -0.38
O 1.444 5.802 -1.644 -0.53
H 0.622 3.881 -1.830 0.05
H -0.481 5.268 -1.458 0.24
H 0.207 5.045 -3.105 0.23
H 1.571 5.758 -0.696 0.30

8.
25
Properties=species:S:1:pos:R:3:mulliken_charge:R:1 method="wB97M-V/def2-TZVPD" lumo_ev=-0.46 total_energy_ha=-1289.22392 gap_ev=7.44 homo_energy_ev=-7.91 e_above_lowest_ev=2.162
C 2.796 -0.633 -0.050 0.08
C 3.984 0.276 -0.138 0.50
C 1.534 0.263 0.162 0.44
C -4.364 -1.340 0.689 -1.22
C -3.145 -0.947 -0.220 -0.37
C -2.534 0.476 0.038 -0.62
C -1.235 0.644 -0.576 -0.49
N 3.861 1.557 0.081 -0.59
N 1.620 1.504 0.581 -0.34
N 2.793 2.135 0.565 -0.02
N 5.200 -0.213 -0.458 -0.42
S 2.696 -2.252 0.069 -0.34
S -0.012 -0.569 0.149 -0.21
H -4.239 -0.868 1.659 0.31
H -4.177 -2.366 0.854 0.38
H -5.362 -1.114 0.267 0.29
H -3.192 -1.150 -1.304 0.38
H -2.284 -1.594 0.020 0.25
H -2.346 0.687 1.043 0.33
H -3.316 1.133 -0.321 0.35
H -1.129 0.304 -1.600 0.34
H -0.851 1.806 -0.545 0.27
H 2.639 3.100 0.571 0.25
H 5.156 -1.208 -0.534 0.18
H 5.908 0.372 -1.003 0.26

9.
10
Properties=species:S:1:pos:R:3:mulliken_charge:R:1 method="wB97M-V/def2-TZVPD" lumo_ev=-5.13 total_energy_ha=-560.72283 gap_ev=8.42 homo_energy_ev=-13.55 e_above_lowest_ev=0.466 charge=+1
C -1.042 0.925 -0.262 0.23
C 1.165 0.050 0.337 0.16
N 0.150 0.752 -0.011 -0.19
N 1.839 -0.952 -0.145 -0.28
O -1.951 -0.112 0.137 -0.54
I -3.962 -0.143 -0.061 0.43
H -1.595 1.725 -0.733 0.34
H 1.428 0.503 1.381 0.30
H 2.457 -1.499 0.419 0.27
H 1.510 -1.250 -1.062 0.28

10.
72
Properties=species:S:1:pos:R:3:mulliken_charge:R:1 method="wB97M-V/def2-TZVPD" lumo_ev=4.05 total_energy_ha=-2281.92876 gap_ev=4.42 homo_energy_ev=-0.37 e_above_lowest_ev=1.111 charge=-2
Rb -1.320 0.273 0.714 0.92
C 2.960 -2.571 -2.975 -1.29
C 3.816 -2.396 -1.924 -0.30
C 3.472 -1.774 -0.604 -1.44
C 2.118 -1.468 -0.423 -0.75
C 1.039 -1.575 -1.495 -0.52
C 1.469 -2.235 -2.847 -0.30
N 1.654 -0.836 0.603 1.06
N 2.331 -0.762 1.769 -1.09
C 1.898 0.202 2.536 0.03
C 2.100 0.119 3.909 -1.09
C 1.275 0.616 4.847 -0.17
C 0.096 1.278 4.407 -1.18
C 0.043 1.629 3.074 -0.12
N 1.053 1.315 2.235 0.34
H 3.336 -2.763 -3.967 0.40
H 4.893 -2.619 -2.183 0.20
H 4.140 -1.658 0.080 0.92
H 0.689 -0.563 -1.618 0.38
H 1.237 -1.680 -3.712 0.57
H 2.984 -0.353 4.216 0.47
H 1.442 0.476 5.905 0.38
H -0.807 1.489 4.964 0.40
H -0.801 2.197 2.666 0.60
S -0.804 -3.447 -3.774 -0.54
C 0.476 -3.447 -2.624 1.48
C 1.117 -4.755 -2.355 -1.00
C 1.062 -5.418 -1.179 -0.50
C 0.533 -4.690 0.006 -0.29
C 0.102 -3.432 0.006 -1.10
C 0.014 -2.703 -1.338 2.05
N -1.337 -2.200 -1.522 -0.47
C -1.860 -2.450 -2.702 -0.08
C -3.207 -2.154 -3.166 0.99
C -3.437 -2.044 -4.505 -0.47
C -4.685 -1.557 -4.881 -0.61
C -5.720 -1.323 -3.959 -0.46
C -5.500 -1.443 -2.566 -0.54
C -4.247 -1.938 -2.236 -0.34
H 1.631 -5.151 -3.237 0.30
H 1.465 -6.451 -1.011 0.29
H 0.763 -5.172 1.027 0.21
H -0.070 -2.985 0.928 0.37
H -2.630 -2.243 -5.207 0.37
H -5.050 -1.347 -5.931 0.24
H -6.650 -0.843 -4.180 0.35
H -6.251 -1.271 -1.812 0.38
C -0.050 3.130 -0.183 -1.30
Si 1.291 2.757 0.874 0.75
C 2.953 2.269 0.213 -1.17
C 1.630 4.177 2.039 0.22
C 2.768 4.280 2.845 -0.23
C 2.979 5.413 3.572 -0.58
C 2.065 6.386 3.619 -0.20
C 0.802 6.197 3.050 -0.76
C 0.637 5.128 2.208 -0.17
H 0.000 2.561 -1.146 0.22
H -1.074 3.463 0.112 0.22
H -3.991 -2.034 -1.209 0.41
H 3.014 1.713 -0.740 0.32
H 3.424 1.622 0.955 0.28
H 3.655 3.108 0.043 0.50
H 3.480 3.476 2.898 0.34
H 3.917 5.505 4.111 0.31
H 2.352 7.334 4.167 0.24
H 0.184 7.053 3.240 0.34
H -0.205 5.074 1.508 0.19
C -5.340 0.729 0.737 -0.67
O -4.160 0.059 0.762 -0.69
H -6.248 -0.081 0.506 0.02
H -5.365 1.553 0.076 0.25
H -5.553 1.254 1.783 0.13